# 1
Computed, not measured: a single C2H4N6 molecule in a non-equilibrium geometry, with wB97M-V/def2-TZVPD.

```
! wB97M-V def2-TZVPD RIJCOSX def2/J DEFGRID3
* xyz 0 1
N -2.261 0.061 -0.901
C -1.137 0.095 -0.149
N -1.324 -0.261 1.185
N -0.243 -0.359 1.875
N 0.941 -0.572 1.408
C 1.033 -0.233 0.102
N 2.369 -0.230 -0.248
N 0.056 0.217 -0.659
H -3.074 0.124 -0.367
H -2.286 0.972 -1.739
H 3.089 -0.127 0.487
H 2.836 0.312 -0.993
*
```

## Properties
E_HOMO: -0.3296 Ha
Kohn-Sham gap: 9.382 eV
E_LUMO: 0.413 eV

Results of the Mulliken charge analysis, in e, for atoms 1 through 5: atom 1 (N): -0.475, atom 2 (C): 0.472, atom 3 (N): -0.198, atom 4 (N): -0.316, atom 5 (N): -0.208

=====

# 2
Computed, not measured: a single C2H4N6O molecule in a non-equilibrium geometry, with wB97M-V/def2-TZVPD.

```
! wB97M-V def2-TZVPD RIJCOSX def2/J DEFGRID3
* xyz 0 3
C 1.508 -0.743 0.037
C -0.823 0.029 0.021
N 2.687 -0.138 -0.012
N 2.471 1.134 -0.029
N 1.237 1.433 0.052
N 0.595 0.270 0.047
N -1.290 -1.155 -0.019
N -1.615 1.150 0.084
O 1.108 -1.985 0.022
H 0.023 -2.009 -0.121
H -2.234 -1.168 0.260
H -1.075 2.018 -0.104
H -2.591 1.162 -0.238
*
```

## Properties
E_HOMO (alpha / beta): -0.2091 / -0.3804 Ha
Kohn-Sham gap (alpha / beta): 6.231 / 7.086 eV
E_LUMO (alpha / beta): 0.540 / -3.265 eV
<S²>: 2.017

Results of the Mulliken charge analysis, in e, for atoms 1 through 5: atom 1 (C): 0.590, atom 2 (C): 0.670, atom 3 (N): -0.287, atom 4 (N): -0.494, atom 5 (N): -0.564

=====

# 3
Computed, not measured: 2 unconnected molecules or ions with the total composition C2H4N6O2 in a non-equilibrium geometry, with wB97M-V/def2-TZVPD.

```
! wB97M-V def2-TZVPD RIJCOSX def2/J DEFGRID3
* xyz 0 1
C -1.332 -0.681 1.102
N 0.097 -0.551 1.030
N 1.017 -0.532 2.015
N 2.127 -0.346 1.500
N 2.050 -0.324 0.135
C 0.771 -0.515 -0.231
O 0.161 -0.645 -1.276
H -1.502 -1.115 0.197
H -1.546 -1.216 2.023
H -1.750 0.291 1.269
H 2.723 0.173 -0.447
N 0.185 1.837 -2.503
N -0.928 1.846 -2.442
O -2.073 1.777 -2.372
*
```

## Properties
E_HOMO: -0.3548 Ha
Kohn-Sham gap: 10.488 eV
E_LUMO: 0.833 eV

Results of the Mulliken charge analysis, in e, for atoms 1 through 5: atom 1 (C): -0.797, atom 2 (N): 0.496, atom 3 (N): -0.325, atom 4 (N): -0.402, atom 5 (N): 0.082

=====

# 4
Computed, not measured: a molecular structure, C2H4NO in a non-equilibrium geometry, with wB97M-V/def2-TZVPD.

```
! wB97M-V def2-TZVPD RIJCOSX def2/J DEFGRID3
* xyz 1 1
C -0.366 0.702 0.059
C -0.243 -0.832 0.009
N 0.836 0.083 -0.034
O 1.985 0.024 0.031
H -0.698 1.431 -1.057
H -0.486 1.233 1.074
H -0.470 -1.441 0.826
H -0.556 -1.200 -0.908
*
```

## Properties
E_HOMO: -0.6492 Ha
Kohn-Sham gap: 9.870 eV
E_LUMO: -7.796 eV

Results of the Mulliken charge analysis, in e, for atoms 1 through 5: atom 1 (C): -0.225, atom 2 (C): -0.314, atom 3 (N): 0.582, atom 4 (O): -0.290, atom 5 (H): 0.353

=====

# 5
Computed, not measured: 2 unconnected molecules or ions with the total composition C2H4NO2 in a non-equilibrium geometry, with wB97M-V/def2-TZVPD.

```
! wB97M-V def2-TZVPD RIJCOSX def2/J DEFGRID3
* xyz 1 1
C 1.224 1.778 0.763
C -1.223 -0.670 0.457
N -0.563 -1.020 -0.732
O 1.561 2.734 1.259
O 0.862 0.812 0.261
H -0.621 -0.807 1.381
H -0.592 -0.065 -1.251
H -1.077 -1.515 -1.376
H 0.428 -1.247 -0.762
*
```

## Properties
E_HOMO (alpha / beta): -0.5715 / -0.5717 Ha
Kohn-Sham gap (alpha / beta): 9.079 / 9.054 eV
E_LUMO (alpha / beta): -6.473 / -6.502 eV

Results of the Mulliken charge analysis, in e, for atoms 1 through 5: atom 1 (C): 0.593, atom 2 (C): -0.141, atom 3 (N): -0.265, atom 4 (O): -0.225, atom 5 (O): -0.401

=====

# 6
Computed, not measured: 2 unconnected molecules or ions with the total composition C2H4NO2 in a non-equilibrium geometry, with wB97M-V/def2-TZVPD.

```
! wB97M-V def2-TZVPD RIJCOSX def2/J DEFGRID3
* xyz 1 1
C 2.576 0.049 -0.032
C 1.140 -0.034 -0.273
N -0.073 -0.186 0.651
O 3.549 -0.572 0.081
O 1.915 1.182 -0.078
H 0.136 0.407 -2.276
H 0.301 -1.043 1.256
H -1.017 -0.454 0.202
H -0.266 0.750 1.181
*
```

## Properties
E_HOMO (alpha / beta): -0.5639 / -0.5735 Ha
Kohn-Sham gap (alpha / beta): 9.870 / 9.068 eV
E_LUMO (alpha / beta): -5.476 / -6.538 eV

Results of the Mulliken charge analysis, in e, for atoms 1 through 5: atom 1 (C): 0.839, atom 2 (C): -0.383, atom 3 (N): -0.358, atom 4 (O): -0.311, atom 5 (O): -0.230

=====

# 7
Computed, not measured: 2 unconnected molecules or ions with the total composition C2H4NO2 in a non-equilibrium geometry, with wB97M-V/def2-TZVPD.

```
! wB97M-V def2-TZVPD RIJCOSX def2/J DEFGRID3
* xyz 1 1
C 1.866 -0.452 0.055
C -1.195 -0.326 -0.086
N -1.611 0.858 0.003
O -1.052 -1.443 -0.185
O 0.988 0.368 0.045
H 2.924 -0.182 0.126
H 1.646 -1.530 -0.015
H -2.606 1.071 -0.077
H -0.960 1.635 0.133
*
```

## Properties
E_HOMO: -0.5719 Ha
Kohn-Sham gap: 10.730 eV
E_LUMO: -4.831 eV

Results of the Mulliken charge analysis, in e, for atoms 1 through 5: atom 1 (C): -0.009, atom 2 (C): 0.848, atom 3 (N): -0.300, atom 4 (O): -0.153, atom 5 (O): -0.468

=====

# 8
Computed, not measured: a gas-phase ion, C2H4NO2 (charge +1) in a non-equilibrium geometry, with wB97M-V/def2-TZVPD.

```
! wB97M-V def2-TZVPD RIJCOSX def2/J DEFGRID3
* xyz 1 1
O -2.283 -0.425 0.008
C -1.177 -0.197 0.008
N -0.149 0.905 -0.130
C 0.325 -0.501 0.382
O 1.586 -1.004 0.013
H 0.067 1.068 -1.101
H -0.164 1.805 0.355
H 0.205 -0.430 1.409
H 1.589 -1.221 -0.945
*
```

## Properties
E_HOMO: -0.6103 Ha
Kohn-Sham gap: 11.532 eV
E_LUMO: -5.076 eV

Results of the Mulliken charge analysis, in e, for atoms 1 through 5: atom 1 (O): -0.180, atom 2 (C): 0.392, atom 3 (N): -0.164, atom 4 (C): 0.008, atom 5 (O): -0.405

=====

# 9
Computed, not measured: a single C2H4NO3P molecule in a non-equilibrium geometry, with wB97M-V/def2-TZVPD.

```
! wB97M-V def2-TZVPD RIJCOSX def2/J DEFGRID3
* xyz 0 1
C 2.350 0.611 -0.305
C 2.457 -0.580 -0.978
N 1.526 -0.380 0.035
O -0.640 1.227 0.579
O -0.879 -1.257 0.917
O -2.222 -0.066 -0.790
P -0.673 -0.196 -0.222
H 2.390 1.672 -0.474
H -1.538 1.481 0.978
H -0.079 -1.649 0.983
H -2.691 -0.864 -0.724
*
```

## Properties
E_HOMO (alpha / beta): -0.3182 / -0.3182 Ha
Kohn-Sham gap (alpha / beta): 8.245 / 8.245 eV
E_LUMO (alpha / beta): -0.414 / -0.414 eV

Results of the Mulliken charge analysis, in e, for atoms 1 through 5: atom 1 (C): 0.153, atom 2 (C): -0.391, atom 3 (N): -0.116, atom 4 (O): -0.470, atom 5 (O): -0.448

=====

# 10
Computed, not measured: a molecular structure, C2H4NO3P in a non-equilibrium geometry, with wB97M-V/def2-TZVPD.

```
! wB97M-V def2-TZVPD RIJCOSX def2/J DEFGRID3
* xyz 0 3
C 1.567 0.070 -1.051
C 0.594 -0.632 -0.193
N -0.258 0.215 0.550
O 2.273 -0.097 -1.935
O 0.084 2.632 1.664
O 1.545 1.715 -0.202
P 0.146 1.860 0.453
H -0.074 -1.229 -0.903
H 1.365 -1.231 0.497
H -1.245 0.125 0.666
H -0.557 2.284 -0.646
*
```

## Properties
E_HOMO (alpha / beta): -0.1935 / -0.3898 Ha
Kohn-Sham gap (alpha / beta): 5.240 / 5.464 eV
E_LUMO (alpha / beta): -0.025 / -5.144 eV
<S²>: 2.009

Results of the Mulliken charge analysis, in e, for atoms 1 through 5: atom 1 (C): 0.065, atom 2 (C): -0.007, atom 3 (N): 0.029, atom 4 (O): -0.439, atom 5 (O): -0.549

=====

# 11
Computed, not measured: 2 unconnected molecules or ions with the total composition C2H4NO3S2 in a non-equilibrium geometry, with wB97M-V/def2-TZVPD.

```
! wB97M-V def2-TZVPD RIJCOSX def2/J DEFGRID3
* xyz -1 1
C -2.514 -0.081 -0.201
C 1.222 -0.575 0.652
N -1.858 0.555 -0.948
O 0.828 1.897 0.920
O -3.316 -0.612 0.469
O 0.659 0.862 -1.438
S 1.681 -2.026 -0.299
S 1.571 0.910 -0.255
H 1.915 -0.542 1.507
H 0.214 1.335 1.411
H -0.836 0.651 -1.173
H 0.434 -2.374 -0.645
*
```

## Properties
E_HOMO: -0.1324 Ha
Kohn-Sham gap: 6.979 eV
E_LUMO: 3.376 eV

Results of the Mulliken charge analysis, in e, for atoms 1 through 5: atom 1 (C): 0.506, atom 2 (C): -0.834, atom 3 (N): -0.454, atom 4 (O): -0.496, atom 5 (O): -0.532

=====

# 12
Computed, not measured: 2 unconnected molecules or ions with the total composition C2H4NO3S2 in a non-equilibrium geometry, with wB97M-V/def2-TZVPD.

```
! wB97M-V def2-TZVPD RIJCOSX def2/J DEFGRID3
* xyz -1 3
C -1.039 -0.250 1.759
C -0.076 -0.399 -0.348
N -0.084 -0.751 1.028
O 0.574 2.468 -2.964
O 2.041 0.510 -3.067
O -1.919 0.565 1.574
S -0.956 -1.056 3.447
S 1.546 1.629 -2.289
H 0.563 0.505 -0.571
H 0.368 -1.220 -0.917
H -1.073 -0.164 -0.746
H 0.054 -1.836 3.094
*
```

## Properties
E_HOMO (alpha / beta): -0.0588 / -0.1846 Ha
Kohn-Sham gap (alpha / beta): 4.289 / 5.152 eV
E_LUMO (alpha / beta): 2.688 / 0.130 eV
<S²>: 2.013

Results of the Mulliken charge analysis, in e, for atoms 1 through 5: atom 1 (C): 0.692, atom 2 (C): -0.456, atom 3 (N): -0.364, atom 4 (O): -0.534, atom 5 (O): -0.532

=====

Number 1: energy -11077.2001 eV. Number 2: energy -13121.1772 eV. Number 3: energy -15171.0684 eV. Number 4: energy -5662.9377 eV. Number 5: energy -7712.6644 eV. Number 6: energy -7709.3665 eV. Number 7: energy -7715.3485 eV. Number 8: energy -7713.4240 eV. Number 9: energy -19056.7308 eV. Number 10: energy -19054.7833 eV. Number 11: energy -31442.1279 eV. Number 12: energy -31440.6494 eV.